ORCA calculation (ωB97M-V/def2-TZVPD) on a cluster of 2 separate species, C31H30ClN2O2 in total in a non-equilibrium geometry.

```
66
Properties=species:S:1:pos:R:3:nbo_charge:R:1
C 2.762 1.607 -6.671 -0.259
O 3.252 1.955 -5.353 -0.495
C 2.814 1.188 -4.319 0.312
C 3.037 1.688 -3.013 -0.250
C 2.456 1.041 -1.937 -0.195
C 1.831 -0.205 -2.143 -0.074
C 1.137 -0.868 -0.974 -0.431
C 0.200 -2.045 -1.194 -0.049
C 0.178 -3.003 -0.177 -0.205
C -0.585 -4.159 -0.346 -0.083
C -1.420 -4.282 -1.472 0.306
O -2.192 -5.398 -1.464 -0.477
C -1.911 -6.095 -0.171 -0.064
C -0.825 -5.312 0.566 -0.459
C -1.513 -3.263 -2.428 -0.258
C -0.763 -2.116 -2.242 -0.207
C 1.692 -0.729 -3.412 -0.140
C 2.176 -0.046 -4.507 -0.319
H 3.102 2.445 -7.278 0.209
H 3.201 0.655 -7.014 0.184
H 1.657 1.553 -6.690 0.184
H 3.645 2.575 -2.906 0.229
H 2.433 1.507 -0.945 0.199
H 1.919 -1.228 -0.296 0.218
H 0.748 -2.859 0.744 0.206
H -2.842 -6.139 0.403 0.190
H -1.605 -7.117 -0.403 0.201
H 0.081 -5.916 0.694 0.230
H -1.179 -5.007 1.558 0.218
H -2.186 -3.417 -3.260 0.235
H -0.861 -1.294 -2.944 0.224
H 1.124 -1.645 -3.561 0.215
H 2.067 -0.495 -5.489 0.225
C 1.019 0.319 3.678 -0.411
N 0.655 1.374 2.741 -0.302
C -0.437 1.341 1.938 0.491
H 0.534 -0.136 -0.533 0.185
C -1.580 0.472 2.150 -0.074
C -2.434 0.980 3.172 -0.240
C -3.564 0.258 3.518 -0.038
Cl -4.552 0.873 4.775 0.060
C -3.862 -0.966 2.877 -0.194
C -2.999 -1.455 1.860 -0.182
C -1.869 -0.727 1.467 -0.213
N -0.436 2.434 1.138 -0.315
C -1.412 2.702 0.090 -0.416
C 0.526 3.340 1.635 0.175
C 1.230 2.653 2.655 0.115
C 1.730 3.316 3.765 -0.210
C 1.456 4.681 3.871 -0.190
C 0.776 5.359 2.866 -0.186
C 0.322 4.710 1.706 -0.225
H 1.825 0.689 4.310 0.233
H 0.134 0.005 4.239 0.236
H 1.365 -0.530 3.104 0.230
H -2.184 1.924 3.699 0.242
H -4.751 -1.518 3.162 0.248
H -3.184 -2.423 1.357 0.245
H -1.174 -1.057 0.672 0.261
H -1.314 3.737 -0.225 0.234
H -1.179 2.076 -0.772 0.234
H -2.423 2.436 0.408 0.239
H 2.191 2.740 4.561 0.232
H 1.727 5.204 4.784 0.241
H 0.517 6.397 3.023 0.240
H -0.279 5.213 0.953 0.235
```

Values from the calculation:
Kohn-Sham gap, eV: 7.2
Total energy, Ha: -1919.21150
Largest force on an atom, eV/A: 2.17
HOMO energy, eV: -10.05
Net charge: +1